{
  "formula": "C29H62As3N4RhSSi2Te",
  "method": "ωB97M-V with the def2-TZVPD basis set",
  "elements": ["Rh", "C", "C", "N", "C", "S", "N", "N", "C", "C", "C", "C", "C", "C", "C", "N", "H", "H", "H", "H", "H", "H", "H", "H", "H", "H", "H", "H", "H", "C", "As", "C", "C", "C", "C", "C", "As", "C", "C", "C", "As", "C", "C", "H", "H", "H", "H", "H", "H", "H", "H", "H", "H", "H", "H", "H", "H", "H", "H", "H", "H", "H", "H", "H", "H", "H", "H", "H", "H", "H", "C", "Si", "C", "C", "C", "Te", "C", "Si", "C", "C", "C", "H", "H", "H", "H", "H", "H", "H", "H", "H", "H", "H", "H", "H", "H", "H", "H", "H", "H", "H", "H", "H", "H"],
  "xyz": [[1.12321, 0.05575, 1.56668], [-4.03401, -2.14828, 3.65651], [-2.90437, -1.92646, 4.64925], [-1.59120, -2.22884, 4.07675], [-0.88393, -1.40725, 3.30657], [0.69438, -1.87661, 2.77755], [-1.45084, -0.21324, 3.02476], [-0.76595, 0.50388, 2.14499], [-1.07107, 1.88576, 2.13738], [-2.35087, 2.40108, 2.69349], [-0.10848, 2.69310, 1.53342], [-0.26807, 4.09966, 1.39820], [0.69448, 4.84354, 0.76807], [1.82541, 4.19754, 0.25094], [1.93787, 2.82672, 0.41054], [1.02926, 2.07616, 1.02841], [-4.99610, -2.02032, 4.15155], [-3.99853, -3.15807, 3.24694], [-3.97053, -1.43443, 2.83344], [-3.01485, -2.57170, 5.51894], [-2.88554, -0.89634, 5.00341], [-1.14818, -3.09855, 4.32984], [-2.89845, 1.60869, 3.19174], [-2.98649, 2.81263, 1.90134], [-2.17205, 3.20535, 3.40954], [-1.14415, 4.57587, 1.81559], [0.58420, 5.91592, 0.67748], [2.61679, 4.74448, -0.24083], [2.80273, 2.30023, 0.03046], [-0.79503, -2.42909, -0.49640], [0.89170, -1.45235, -0.54670], [0.97304, -1.16153, -2.48526], [2.09182, -2.98488, -0.33729], [3.60514, -2.75030, -0.24675], [4.07171, -1.81932, -1.36660], [4.03133, -2.18839, 1.11864], [3.52509, -0.36689, 1.59282], [4.12408, -0.29576, 3.43433], [4.84611, 0.77790, 0.74100], [4.32902, -4.10016, -0.45272], [4.01166, -5.81631, 0.52612], [2.28784, -6.35894, -0.25373], [3.31562, -5.29614, 2.29464], [-0.75983, -3.27223, -1.18669], [-1.62317, -1.77954, -0.78395], [-0.96406, -2.79084, 0.51572], [0.99154, -2.12828, -2.98919], [1.85242, -0.59223, -2.77111], [0.08204, -0.62268, -2.81239], [1.87893, -3.62760, -1.19649], [1.73231, -3.51378, 0.54631], [3.60523, -0.83018, -1.30808], [3.83046, -2.24013, -2.34459], [5.15356, -1.67792, -1.32554], [5.12105, -2.23257, 1.20471], [3.62703, -2.79879, 1.92647], [5.17154, -0.58913, 3.49845], [3.51383, -0.97342, 4.02855], [4.00778, 0.71733, 3.81496], [5.82693, 0.32190, 0.87344], [4.84386, 1.74889, 1.23489], [4.65726, 0.90615, -0.32205], [5.40330, -3.92090, -0.35371], [4.18653, -4.40535, -1.49563], [2.37216, -6.38242, -1.34055], [1.45304, -5.72261, 0.03512], [2.08208, -7.37511, 0.08135], [4.09640, -4.83234, 2.89651], [3.03597, -6.22749, 2.78840], [2.43595, -4.65259, 2.26388], [-6.50950, 1.14286, -2.09892], [-4.97573, 1.47386, -1.10321], [-4.79636, 3.27678, -0.64240], [-4.83696, 0.37108, 0.40206], [-3.48403, 1.02348, -2.24344], [-1.66813, 1.40539, -1.28951], [-1.32805, 3.29360, -2.11403], [-0.34981, 3.25236, -3.77777], [-0.40393, 4.98856, -4.44213], [-1.19963, 2.02787, -4.90567], [1.39511, 2.71798, -3.36522], [-7.39616, 1.39105, -1.51141], [-6.58415, 0.09104, -2.38033], [-6.54072, 1.74126, -3.01063], [-5.60572, 3.56936, 0.03002], [-4.85130, 3.93026, -1.51562], [-3.85856, 3.49327, -0.12025], [-5.61150, 0.62750, 1.12857], [-3.87599, 0.45799, 0.91854], [-4.97721, -0.67938, 0.13655], [-3.48513, 1.60127, -3.16874], [-3.51403, -0.04186, -2.48157], [-0.76889, 3.87041, -1.37375], [-2.31309, 3.74385, -2.25272], [-1.42731, 5.30346, -4.65401], [0.16061, 5.06063, -5.37400], [0.03186, 5.70009, -3.73830], [-2.21698, 2.33790, -5.15336], [-1.24531, 1.01722, -4.48997], [-0.64929, 1.95331, -5.84616], [1.95293, 3.53724, -2.90723], [1.92505, 2.42029, -4.27256], [1.41995, 1.86974, -2.67664]],
  "atomic_forces_ev_per_a": [[0.11, 0.09, 0.10], [-0.01, 0.00, -0.02], [0.01, 0.03, 0.01], [0.16, -0.04, 0.03], [-0.29, 0.18, 0.04], [0.13, -0.07, 0.04], [0.24, -0.07, -0.07], [-0.13, -0.18, -0.13], [-0.01, 0.00, 0.01], [-0.02, 0.07, -0.02], [-0.10, 0.03, 0.01], [0.04, 0.10, -0.02], [-0.05, -0.03, 0.04], [0.02, -0.02, 0.00], [0.05, 0.03, -0.03], [0.05, -0.05, -0.07], [0.00, 0.03, 0.00], [-0.01, 0.00, 0.01], [0.01, -0.02, 0.02], [-0.02, -0.02, -0.02], [-0.03, -0.01, -0.01], [-0.02, -0.02, -0.02], [0.00, -0.03, 0.02], [0.02, 0.00, 0.01], [-0.01, -0.01, 0.01], [0.00, -0.02, 0.00], [0.01, 0.00, 0.01], [-0.02, 0.00, -0.02], [-0.02, 0.00, -0.01], [0.02, -0.01, -0.04], [-0.08, 0.12, 0.07], [-0.04, 0.00, 0.01], [-0.05, -0.05, -0.08], [-0.03, -0.08, 0.10], [0.05, 0.05, -0.07], [0.06, 0.05, 0.02], [-0.16, -0.04, 0.00], [0.07, -0.05, -0.07], [0.01, -0.05, 0.05], [0.00, -0.03, -0.04], [-0.07, 0.12, 0.01], [0.04, -0.02, 0.00], [0.03, -0.04, -0.01], [0.01, 0.00, 0.01], [0.00, 0.02, 0.03], [-0.01, 0.00, 0.00], [0.00, 0.00, 0.00], [0.03, 0.03, -0.01], [0.01, 0.00, -0.01], [0.02, 0.01, 0.00], [0.01, 0.01, 0.02], [-0.01, -0.02, 0.04], [0.00, 0.00, 0.00], [0.00, 0.00, 0.00], [-0.01, 0.01, -0.01], [-0.01, -0.03, 0.01], [0.00, 0.00, 0.02], [0.00, 0.01, 0.01], [-0.01, 0.00, 0.00], [0.01, 0.02, -0.01], [0.00, 0.00, 0.00], [-0.01, -0.01, 0.00], [0.00, -0.02, 0.03], [0.00, -0.02, 0.01], [0.00, 0.01, 0.00], [0.00, 0.02, 0.01], [0.00, 0.01, 0.01], [0.01, 0.01, -0.01], [0.00, 0.00, -0.01], [-0.01, 0.01, -0.02], [0.04, 0.00, 0.08], [-0.05, -0.02, -0.03], [0.03, -0.02, 0.03], [-0.02, 0.01, -0.03], [-0.03, 0.02, 0.00], [0.11, 0.03, 0.03], [-0.02, 0.05, -0.02], [0.04, 0.00, -0.05], [-0.05, -0.06, 0.03], [0.07, 0.02, 0.02], [-0.08, 0.00, 0.00], [-0.01, 0.00, 0.00], [0.00, 0.00, 0.00], [0.02, 0.01, 0.00], [-0.01, 0.00, -0.01], [-0.01, -0.01, -0.01], [-0.01, -0.01, -0.02], [-0.01, 0.00, -0.01], [0.03, 0.03, -0.01], [0.00, 0.00, -0.02], [-0.04, -0.01, 0.01], [0.01, -0.01, 0.01], [-0.01, -0.03, 0.00], [0.00, 0.02, -0.01], [0.00, 0.01, 0.00], [0.01, -0.02, 0.00], [0.00, 0.00, 0.01], [0.00, 0.01, 0.00], [0.02, -0.01, 0.01], [-0.01, 0.02, -0.01], [-0.01, 0.00, 0.01], [0.01, 0.02, 0.01], [-0.01, -0.06, 0.02]],
  "relative_energy_kj_mol": 0.0,
  "homo_energy_ev": [-11.25, -12.28],
  "charge": 2,
  "s_squared": 6.040,
  "multiplicity": 5
}